# 1
The following is a DFT calculation (ωB97M-V with the def2-TZVPD basis set) of 2 unconnected molecules or ions with the total composition C6H15N4 in a non-equilibrium geometry.

Values from the calculation:
orbital gap (alpha / beta) = 0.271 / 0.275 Eh
total charge = +1
energy above the lowest of the compared OMol25 structures with the same formula, charge and spin = 0.0 kcal/mol
2S+1 = 3
HOMO energy (alpha / beta) = -10.00 / -13.63 eV
LUMO level (alpha / beta) = -2.63 / -6.14 eV

Last column: Mulliken charge in e.
Geometry (Å):
C1 0.25 1.75 0.44  0.65
C2 0.60 -0.62 0.02  -0.35
C3 1.29 0.67 -0.18  0.04
C4 0.33 3.14 0.28  -1.16
C5 -1.47 -1.93 2.22  -1.07
C6 -1.67 -1.20 0.88  -0.49
N1 -0.79 1.01 0.73  -0.97
N2 -0.70 -0.24 0.63  1.04
N3 2.46 1.03 -0.79  -0.39
N4 0.00 -1.38 -2.57  -0.84
H1 0.24 -1.34 -0.83  0.40
H2 1.23 -1.22 0.79  0.25
H3 -0.19 3.73 1.01  0.36
H4 -0.10 3.43 -0.68  0.33
H5 1.35 3.54 0.12  0.32
H6 -1.59 -1.09 2.91  0.32
H7 -2.32 -2.61 2.28  0.33
H8 -0.53 -2.37 2.34  0.38
H9 -1.62 -1.86 0.07  0.31
H10 -2.68 -0.73 0.97  0.38
H11 2.89 1.88 -0.54  0.19
H12 2.99 0.30 -1.24  0.23
H13 -0.82 -0.82 -2.80  0.26
H14 0.07 -2.26 -3.10  0.23
H15 0.77 -0.81 -2.94  0.25

# 2
The following is a DFT calculation (ωB97M-V with the def2-TZVPD basis set) of a gas-phase ion, C6H15N5P (charge +1) in a non-equilibrium geometry.

Values from the calculation:
orbital gap = 0.296 Eh
total charge = +1
HOMO energy = -11.88 eV
LUMO level = -3.82 eV
structure (SMILES) = [H]/N=C(\C)C[C@]1([PH2]=N)CNC(N)=[NH+]1

Last column: Mulliken charge in e.
Geometry (Å):
H1 2.35 -2.38 -0.45  0.23
N1 1.47 -1.87 -0.29  -0.50
C1 1.70 -0.74 0.28  0.51
C2 3.22 -0.39 0.62  -1.25
C3 0.60 0.29 0.70  -1.08
C4 -0.50 0.54 -0.40  0.70
P1 -0.41 2.20 -1.35  0.17
N2 0.09 3.38 -0.38  -0.67
C5 -1.86 0.77 0.43  -0.83
N3 -2.67 -0.50 0.26  -0.27
C6 -1.64 -1.40 -0.20  0.28
N4 -1.36 -2.61 0.24  -0.24
N5 -0.99 -0.62 -1.21  -0.30
H2 3.43 0.71 0.56  0.34
H3 3.90 -0.94 -0.08  0.41
H4 3.38 -0.75 1.68  0.30
H5 0.14 -0.09 1.66  0.31
H6 1.12 1.28 0.87  0.53
H7 -1.71 2.56 -1.82  0.17
H8 0.51 2.09 -2.44  0.13
H9 -0.68 4.07 -0.34  0.25
H10 -1.76 1.00 1.52  0.24
H11 -2.53 1.55 -0.05  0.35
H12 -3.06 -0.89 1.12  0.30
H13 -1.57 -2.87 1.20  0.24
H14 -0.87 -3.30 -0.33  0.29
H15 -0.29 -1.09 -1.79  0.37

# 3
The following is a DFT calculation (ωB97M-V with the def2-TZVPD basis set) of a gas-phase ion, C6H15N5S (charge +2) in a non-equilibrium geometry.

Values from the calculation:
orbital gap = 0.314 Eh
total charge = +2
energy above the lowest of the compared OMol25 structures with the same formula, charge and spin = 5.4 kcal/mol
HOMO energy = -16.30 eV
LUMO level = -7.76 eV
structure (SMILES) = CC/C(=N/C(=[NH2+])NC=[NH2+])NSC

Last column: Mulliken charge in e.
Geometry (Å):
C1 -0.68 -2.91 -0.42  -1.04
C2 0.49 -2.24 0.25  -0.44
C3 0.58 -0.84 0.00  0.51
N1 -0.57 -0.14 -0.04  -0.55
C4 -0.92 0.94 -0.67  0.55
N2 -0.21 1.30 -1.73  -0.36
N3 -2.15 1.62 -0.52  -0.12
C5 -2.96 1.47 0.49  -0.08
N4 -2.85 0.59 1.42  -0.18
N5 1.70 -0.20 0.03  -0.38
S1 1.85 1.54 0.22  0.17
C6 3.64 1.42 0.77  -1.00
H1 -0.67 -3.95 -0.28  0.39
H2 -0.36 -2.67 -1.51  0.26
H3 -1.64 -2.55 -0.15  0.27
H4 1.52 -2.74 0.16  0.37
H5 0.35 -2.19 1.29  0.29
H6 -0.45 2.21 -2.13  0.18
H7 0.66 0.66 -2.06  0.36
H8 -2.40 2.22 -1.31  0.29
H9 -3.84 2.10 0.32  0.39
H10 -2.00 0.00 1.35  0.31
H11 -3.67 0.38 2.00  0.29
H12 2.67 -0.53 -0.04  0.36
H13 3.81 0.89 1.65  0.40
H14 3.96 2.46 1.09  0.38
H15 4.15 1.15 -0.17  0.38

# 4
The following is a DFT calculation (ωB97M-V with the def2-TZVPD basis set) of a gas-phase ion, C6H15N5S (charge +2) in a non-equilibrium geometry.

Values from the calculation:
orbital gap = 0.342 Eh
total charge = +2
energy above the lowest of the compared OMol25 structures with the same formula, charge and spin = 40.7 kcal/mol
HOMO energy = -17.37 eV
LUMO level = -8.06 eV

Last column: Mulliken charge in e.
Geometry (Å):
C1 -0.07 -0.14 -0.25  0.55
C2 1.70 -0.95 -1.76  0.64
C3 -2.72 2.30 1.85  -1.21
C4 1.56 -3.63 1.35  -0.88
C5 -1.72 2.87 0.84  -0.57
C6 -1.46 1.92 -0.33  -0.47
N1 0.43 -1.42 0.91  -0.39
N2 1.87 -2.12 -1.20  -0.35
N3 0.68 -0.10 -1.36  -0.17
N4 2.47 -0.51 -2.74  -0.34
N5 -0.95 0.66 0.20  0.05
S1 0.56 -2.74 0.14  0.48
H1 -2.94 3.06 2.60  0.36
H2 -3.66 2.04 1.37  0.33
H3 -2.34 1.43 2.38  0.44
H4 2.58 -3.27 1.33  0.37
H5 1.52 -4.70 1.12  0.39
H6 1.13 -3.44 2.33  0.37
H7 -0.78 3.10 1.34  0.32
H8 -2.12 3.79 0.43  0.36
H9 -2.40 1.71 -0.85  0.29
H10 -0.75 2.36 -1.03  0.31
H11 2.62 -2.71 -1.54  0.24
H12 0.54 0.71 -1.97  0.25
H13 3.22 -1.08 -3.11  0.22
H14 2.39 0.42 -3.14  0.20
H15 -1.37 0.44 1.11  0.19

# 5
The following is a DFT calculation (ωB97M-V with the def2-TZVPD basis set) of a gas-phase ion, C6H15N6 (charge +1) in a non-equilibrium geometry.

Values from the calculation:
orbital gap = 0.382 Eh
total charge = +1
energy above the lowest of the compared OMol25 structures with the same formula, charge and spin = 82.5 kcal/mol
HOMO energy = -12.84 eV
LUMO level = -2.46 eV
structure (SMILES) = CN(C)/[N+](CCN)=c1/[nH]cn[nH]1

Last column: Mulliken charge in e.
Geometry (Å):
C1 -0.01 1.90 -1.49  -0.89
N1 0.37 1.85 -0.04  -0.30
C2 -0.44 2.55 0.91  -0.87
N2 0.28 0.45 0.34  0.23
C3 1.51 -0.22 0.68  -1.05
C4 2.00 -1.28 -0.27  -0.84
N3 1.42 -2.65 0.08  -0.61
C5 -0.86 -0.30 0.12  0.51
N4 -0.95 -1.63 0.28  -0.06
C6 -2.26 -1.92 0.09  -0.23
N5 -2.99 -0.85 -0.05  -0.97
N6 -2.12 0.15 -0.09  0.51
H1 -1.14 1.89 -1.81  0.29
H2 0.45 2.90 -1.78  0.39
H3 0.63 1.19 -1.92  0.30
H4 0.05 2.43 1.79  0.36
H5 -0.35 3.70 0.87  0.30
H6 -1.47 2.38 0.84  0.33
H7 1.25 -0.57 1.61  0.54
H8 2.18 0.52 0.67  0.51
H9 3.02 -1.23 -0.26  0.48
H10 1.84 -0.92 -1.23  0.41
H11 1.74 -2.97 0.96  0.24
H12 1.27 -3.32 -0.66  0.26
H13 -0.07 -2.25 0.13  0.39
H14 -2.76 -2.84 0.09  0.48
H15 -2.58 1.02 0.13  0.29

# 6
The following is a DFT calculation (ωB97M-V with the def2-TZVPD basis set) of 2 unconnected molecules or ions with the total composition C6H15NO in a non-equilibrium geometry.

Values from the calculation:
orbital gap (alpha / beta) = 0.096 / 0.336 Eh
total charge = -1
energy above the lowest of the compared OMol25 structures with the same formula, charge and spin = 29.8 kcal/mol
2S+1 = 2
HOMO energy (alpha / beta) = 0.99 / -5.65 eV
LUMO level (alpha / beta) = 3.59 / 3.50 eV

Last column: Mulliken charge in e.
Geometry (Å):
C1 1.07 -1.21 -0.63  -1.16
C2 1.76 -0.47 0.55  -0.46
C3 0.88 0.43 1.43  -0.83
C4 -0.48 0.89 0.96  -0.75
C5 -0.51 1.93 -0.13  -0.62
C6 0.52 2.35 -0.85  -0.98
N1 0.18 -2.30 -0.33  -0.70
H1 0.55 -0.52 -1.30  0.47
H2 1.86 -1.47 -1.34  0.31
H3 2.60 0.10 0.16  0.36
H4 2.12 -1.32 1.13  0.32
H5 0.81 0.00 2.44  0.49
H6 1.55 1.27 1.70  0.34
H7 -1.00 1.31 1.82  0.32
H8 -0.96 -0.02 0.57  0.08
H9 -1.54 2.19 -0.39  0.82
H10 0.44 3.20 -1.53  0.39
H11 1.57 2.08 -0.79  0.16
H12 0.47 -2.90 0.44  0.33
H13 -0.78 -2.01 -0.14  0.38
H14 -2.43 -0.76 -1.67  0.42
H15 -3.36 -1.62 -0.77  0.32
O1 -2.77 -0.84 -0.77  -1.00

# 7
The following is a DFT calculation (ωB97M-V with the def2-TZVPD basis set) of 2 unconnected molecules or ions with the total composition C6H15NO in a non-equilibrium geometry.

Values from the calculation:
orbital gap = 0.315 Eh
energy above the lowest of the compared OMol25 structures with the same formula, charge and spin = 117.0 kcal/mol
HOMO energy = -7.65 eV
LUMO level = 0.93 eV

Last column: Mulliken charge in e.
Geometry (Å):
C1 0.16 0.26 -0.42  1.32
C2 0.25 -0.95 0.34  0.16
C3 -1.14 1.02 -0.49  -1.43
C4 1.12 0.53 -1.55  -1.69
C5 -0.44 -1.86 -1.14  -1.27
C6 -0.63 -1.16 1.54  -1.53
N1 0.70 2.06 1.68  -0.53
O1 1.24 0.94 1.02  -0.42
H1 1.25 -1.37 0.40  0.46
H2 1.28 2.87 1.48  0.20
H3 0.79 1.93 2.69  0.22
H4 0.64 0.38 -2.52  0.42
H5 -1.45 1.20 -1.52  0.38
H6 -1.98 0.57 0.02  0.31
H7 -0.98 1.99 -0.02  0.45
H8 1.43 1.57 -1.47  0.39
H9 2.00 -0.11 -1.49  0.35
H10 -0.37 -2.09 2.05  0.39
H11 -0.77 -2.76 -0.63  0.45
H12 0.37 -2.07 -1.82  0.37
H13 -1.30 -1.43 -1.64  0.33
H14 -0.50 -0.30 2.21  0.33
H15 -1.68 -1.20 1.26  0.36

# 8
The following is a DFT calculation (ωB97M-V with the def2-TZVPD basis set) of 2 unconnected molecules or ions with the total composition C6H15NO in a non-equilibrium geometry.

Values from the calculation:
orbital gap = 0.373 Eh
energy above the lowest of the compared OMol25 structures with the same formula, charge and spin = 42.3 kcal/mol
HOMO energy = -9.17 eV
LUMO level = 0.98 eV
structure (SMILES) = C/C=C/CCCN.O

Last column: Mulliken charge in e.
Geometry (Å):
C1 1.25 2.07 1.91  -1.38
C2 0.31 0.96 1.59  0.11
C3 0.60 -0.33 1.65  -0.32
C4 -0.34 -1.51 1.54  -0.62
C5 -1.44 -1.40 0.47  -0.67
C6 -0.94 -1.54 -0.96  -0.61
N1 -0.54 -0.27 -1.62  -0.47
H1 1.36 2.12 2.99  0.32
H2 2.27 1.89 1.56  0.31
H3 1.08 3.07 1.50  0.35
H4 -0.70 1.28 1.35  0.32
H5 1.66 -0.58 1.70  0.26
H6 -0.79 -1.64 2.51  0.33
H7 0.27 -2.38 1.32  0.36
H8 -1.92 -0.43 0.62  0.30
H9 -2.24 -2.11 0.69  0.37
H10 -0.05 -2.15 -1.02  0.27
H11 -1.73 -1.97 -1.55  0.32
H12 -0.29 0.41 -0.92  0.23
H13 -1.32 0.19 -2.07  0.27
O1 0.97 1.61 -3.46  -0.67
H14 1.72 1.68 -2.86  0.31
H15 0.79 0.69 -3.61  0.32

# 9
The following is a DFT calculation (ωB97M-V with the def2-TZVPD basis set) of 2 unconnected molecules or ions with the total composition C6H15NO in a non-equilibrium geometry.

Values from the calculation:
orbital gap = 0.383 Eh
energy above the lowest of the compared OMol25 structures with the same formula, charge and spin = 79.8 kcal/mol
HOMO energy = -9.44 eV
LUMO level = 0.98 eV
structure (SMILES) = C=CCCCCN.O

Last column: Mulliken charge in e.
Geometry (Å):
C1 -2.67 -0.38 0.08  -0.68
C2 -1.60 -0.80 -0.57  -0.38
C3 -0.40 -1.37 0.13  0.08
C4 -0.10 -0.63 1.42  -0.94
C5 0.02 0.91 1.32  -0.52
C6 0.67 1.36 0.03  -0.81
N1 2.02 0.82 -0.20  -0.61
H1 -3.57 0.16 -0.55  0.17
H2 -2.93 -0.47 1.11  0.33
H3 -1.46 -0.72 -1.67  0.35
H4 -0.57 -2.48 0.40  0.34
H5 0.52 -1.19 -0.54  -0.04
H6 0.92 -0.99 1.88  0.38
H7 -0.89 -0.72 2.31  0.27
H8 -0.99 1.18 1.49  0.33
H9 0.57 1.35 2.11  0.42
H10 0.07 1.00 -0.73  0.20
H11 0.82 2.35 0.01  0.65
H12 2.80 1.40 0.23  0.27
H13 2.15 -0.15 0.15  0.17
O1 1.50 -0.52 -2.85  -0.62
H14 1.55 -0.01 -3.53  0.24
H15 1.55 -0.12 -2.03  0.39

# 10
The following is a DFT calculation (ωB97M-V with the def2-TZVPD basis set) of a single C6H15NO molecule in a non-equilibrium geometry.

Values from the calculation:
orbital gap = 0.338 Eh
energy above the lowest of the compared OMol25 structures with the same formula, charge and spin = 44.1 kcal/mol
HOMO energy = -8.33 eV
LUMO level = 0.87 eV
structure (SMILES) = CC(C)NCCCO

Last column: Mulliken charge in e.
Geometry (Å):
C1 -0.01 -2.00 1.76  -1.49
C2 -0.53 -1.17 0.62  0.81
C3 -1.91 -1.59 0.12  -1.44
N1 -0.69 0.25 1.03  -0.34
C4 -0.22 1.30 0.15  -0.98
C5 1.23 1.22 -0.32  -0.33
C6 1.53 1.82 -1.73  -0.58
O1 0.43 1.95 -2.57  -0.52
H1 -0.74 -2.16 2.55  0.36
H2 0.46 -2.91 1.42  0.37
H3 0.81 -1.46 2.26  0.40
H4 0.06 -1.18 -0.30  0.12
H5 -1.89 -2.64 -0.26  0.37
H6 -2.15 -1.10 -0.82  0.33
H7 -2.72 -1.58 0.83  0.33
H8 -0.39 0.46 1.98  0.29
H9 -0.28 2.28 0.63  0.42
H10 -0.89 1.40 -0.71  0.35
H11 1.87 1.65 0.45  0.38
H12 1.54 0.17 -0.40  0.21
H13 2.38 1.33 -2.19  0.35
H14 1.89 2.84 -1.52  0.29
H15 0.22 1.13 -2.99  0.31